(1)
Entry from OMol25: a 3-piece molecular cluster, C20H39F2N2O18P3 overall at a distorted geometry (ωB97M-V with the def2-TZVPD basis set).

```
84
Properties=species:S:1:pos:R:3:forces:R:3:mulliken_charge:R:1
C -2.12545 6.37604 -5.82753 0.001 0.069 1.000 -1.35
C -1.50326 5.22035 -5.03632 -0.495 0.749 -1.266 0.07
O -0.40401 5.76493 -4.27933 -0.595 -0.225 0.650 -0.40
P 0.16770 4.86341 -3.11090 1.560 -1.030 0.218 0.81
O 1.13529 3.82977 -3.52654 -0.197 -0.091 -0.257 -0.72
C -1.15980 4.08729 -2.15027 -0.357 1.348 -0.167 0.46
C -0.90640 4.04229 -0.63833 -0.354 -0.746 0.075 -1.24
C -0.36263 2.70718 -0.09438 -0.377 0.980 0.064 -0.90
N -0.77507 1.52688 -0.87679 -0.211 -0.777 0.999 0.77
C -2.24560 1.31281 -0.86706 0.582 -0.413 -0.611 -0.88
C -2.81244 0.64659 -2.11315 -0.859 -0.032 -0.308 0.52
O -3.99221 0.61435 -2.24043 -0.342 -0.238 0.074 -0.55
O -1.99604 0.06955 -3.06563 1.079 0.501 0.560 -0.27
C -1.32740 1.02689 -3.87895 0.111 0.278 -0.371 0.59
C 0.16174 1.00997 -3.94341 -0.193 -0.710 0.071 -0.78
O -1.99221 1.80842 -4.48071 -0.450 0.263 0.059 -0.49
C -0.22082 0.40234 -0.25785 0.748 0.197 -0.060 -0.34
O 0.50652 0.41806 0.68493 0.389 -0.019 0.019 -0.56
O -0.63538 -0.84846 -0.73385 -0.542 -0.199 0.182 0.07
N 0.19073 -1.28375 -1.80012 -0.053 -0.390 -0.264 0.63
C 1.39289 -1.88101 -1.24087 0.893 0.387 -0.082 0.38
O 2.46814 -1.44629 -1.44482 -0.153 -0.045 0.026 -0.45
F 1.20053 -2.96495 -0.50393 -0.420 0.126 0.029 -0.22
C -0.57513 -2.31518 -2.47644 -0.592 -0.377 0.304 0.27
O -1.28004 -3.10919 -1.96504 0.035 0.463 -0.256 -0.37
F -0.34588 -2.27985 -3.77901 0.312 0.078 0.146 -0.23
O 0.88346 5.91787 -2.15107 -0.332 0.149 -0.471 -0.43
C 2.15539 5.50452 -1.59560 -0.135 0.849 1.002 0.04
C 2.53207 6.54909 -0.56330 0.282 -0.022 0.057 -1.32
H -1.37434 7.14599 -5.98500 0.089 -0.101 -0.417 0.33
H -2.88618 6.83573 -5.19581 -0.150 0.115 -0.189 0.31
H -2.58209 6.03195 -6.74949 0.053 0.056 -0.110 0.37
H -1.16683 4.46960 -5.74832 0.346 -0.238 0.345 0.26
H -2.28368 4.80712 -4.40252 0.252 -0.297 0.206 0.23
H -1.36019 3.12770 -2.61112 0.113 -0.031 0.091 -0.33
H -2.06025 4.68729 -2.30729 -0.055 -0.015 0.003 0.48
H -1.85740 4.24882 -0.14647 -0.042 -0.005 0.019 0.48
H -0.23829 4.82890 -0.29732 0.037 0.100 -0.136 0.48
H -0.73295 2.60031 0.92954 0.106 -0.058 0.082 0.39
H 0.71698 2.76742 -0.00884 0.107 -0.419 -0.322 0.44
H -2.82003 2.22675 -0.76102 0.309 0.253 0.053 0.45
H -2.48087 0.67641 -0.01171 -0.492 0.011 -0.070 0.61
H 0.57793 1.47117 -3.05181 -0.061 0.102 -0.014 0.06
H 0.45657 1.59198 -4.80701 0.103 -0.019 -0.018 0.48
H 0.51879 -0.01244 -3.97096 0.158 -0.049 -0.171 0.32
H 2.93458 5.46105 -2.34812 -0.233 -0.327 -0.303 0.41
H 2.01273 4.55614 -1.08194 0.259 -0.279 -0.322 0.10
H 3.54998 6.36327 -0.21776 0.027 -0.078 0.009 0.41
H 1.88683 6.51529 0.31313 -0.149 0.081 -0.056 0.29
H 2.52175 7.54914 -0.99194 -0.124 0.034 -0.029 0.32
C 4.18384 -2.40356 1.61471 0.072 0.219 -0.052 -0.66
O 5.02236 -2.96298 2.64644 -2.542 -0.459 -0.485 -0.29
P 4.40909 -3.04301 4.14515 3.780 -0.381 3.273 1.01
O 4.79000 -1.81628 4.84757 -0.527 0.324 -0.243 -0.73
O 5.28815 -4.33428 4.58867 -0.183 -0.026 -0.527 -0.36
C 6.00282 -5.18041 3.69232 0.154 0.014 0.241 -0.60
O 3.06153 -3.56055 4.84314 -0.951 0.412 -2.363 -0.29
C 2.26232 -4.54083 4.14160 0.020 -0.195 0.127 -0.35
H 4.74873 -2.40424 0.68713 0.075 -0.027 0.047 0.31
H 3.28485 -3.00646 1.47851 0.011 0.016 -0.048 0.21
H 3.90678 -1.37839 1.86598 0.001 -0.007 -0.006 0.38
H 7.00410 -4.78354 3.52238 -0.009 0.010 -0.100 0.28
H 5.49030 -5.29741 2.74013 0.012 0.014 -0.030 0.28
H 6.08846 -6.15673 4.16699 -0.017 0.031 0.072 0.25
H 2.79965 -5.48905 4.07551 0.032 0.031 0.003 0.30
H 2.00872 -4.18690 3.14164 -0.077 -0.043 0.015 0.07
H 1.34215 -4.69279 4.69751 0.015 0.068 0.044 0.20
C -4.45006 -5.07279 5.03835 0.069 -0.131 0.210 -0.74
O -3.25124 -4.31712 4.77405 -2.097 -0.601 -2.128 -0.27
P -2.31475 -4.75956 3.50764 5.666 1.162 1.735 1.01
O -1.33904 -5.66959 4.13202 -0.367 -0.425 -0.187 -0.72
O -1.73689 -3.26998 3.24295 -0.822 0.130 -0.101 -0.14
C -2.35461 -2.06755 3.70505 0.276 0.043 0.045 -0.57
O -2.20606 -5.19566 1.94707 -2.870 -0.324 0.445 -0.32
C -3.24310 -4.80107 1.02711 0.140 0.224 -0.128 -0.56
H -4.91575 -4.64837 5.92299 0.071 0.047 0.015 0.24
H -5.15082 -5.00232 4.20552 -0.026 0.017 0.026 0.32
H -4.20321 -6.11853 5.22780 0.014 0.013 0.000 0.32
H -2.00338 -1.83241 4.70906 -0.082 -0.003 0.041 0.29
H -3.44015 -2.13702 3.70385 -0.015 -0.010 0.034 0.34
H -2.05200 -1.26820 3.03065 0.082 -0.047 -0.046 0.09
H -3.24028 -3.71707 0.89162 0.023 -0.012 0.002 0.18
H -4.22491 -5.12656 1.37322 -0.005 -0.034 -0.031 0.30
H -3.03531 -5.27828 0.07420 0.085 -0.005 0.026 0.24
```
Positions in Å, forces in eV/Å.

Calculated values
HOMO level = -0.357 Eh
electronic energy = -3473.1895 Ha
orbital gap = 8.995 eV
charge = 0
structure (SMILES) = CCOP(=O)(CCCN(CC(=O)OC(C)=O)C(=O)ON(C(=O)F)C(=O)F)OCC.COP(=O)(OC)OC.COP(=O)(OC)OC
max |F| = 6.0 eV Å⁻¹

---

(2)
Entry from OMol25: a 3-piece molecular cluster, C19H25BBr2ClNO4 overall at a distorted geometry (ωB97M-V with the def2-TZVPD basis set).

```
53
Properties=species:S:1:pos:R:3:forces:R:3:nbo_charge:R:1
C -3.55460 -4.52649 -1.66194 0.491 -0.273 -1.075 -0.64
C -1.99843 -4.62842 -1.14989 -0.358 -0.330 0.086 -0.41
C -1.75697 -4.16253 0.40551 1.613 -0.238 -0.594 -0.62
Cl -3.00807 -4.95857 1.51485 0.844 0.596 -0.675 -0.07
B -1.68089 -2.52367 0.49101 -0.307 0.723 0.149 1.10
C -0.16266 -1.82144 0.45039 1.937 1.255 3.748 -0.49
Br 0.62610 -1.57162 -1.41288 -0.785 -0.194 2.071 0.05
C 0.59778 -1.37681 1.64997 -1.019 -0.864 -4.453 -0.05
C 2.07553 -0.64394 1.64367 -0.860 0.106 0.711 -0.67
Br -0.31107 -1.73398 3.44143 1.041 0.409 -2.102 0.04
C -3.02010 -1.51097 0.57352 -0.601 -0.044 0.796 -0.22
C -3.88945 -1.65038 1.90887 -2.040 2.590 -2.120 -0.25
C -5.23918 -0.75566 2.08914 3.833 0.149 -4.468 -0.18
C -5.44074 0.22311 0.80234 2.573 -2.516 0.921 -0.29
C -4.37458 0.18627 -0.39502 -0.412 -0.252 0.650 0.01
N -3.15900 -0.64357 -0.62600 -4.989 0.256 6.280 -0.41
H -3.57652 -5.00972 -2.75011 0.065 1.048 2.281 0.22
H -4.32599 -5.13602 -1.02499 1.653 1.420 -1.022 0.23
H -3.84774 -3.40172 -1.80205 0.356 -2.176 0.530 0.23
H -1.61690 -5.75133 -1.24063 -0.759 2.507 0.088 0.23
H -1.36571 -3.90769 -1.82556 -1.007 -1.563 1.219 0.23
H -0.69079 -4.56349 0.76306 -2.436 0.658 -0.777 0.25
H 2.81964 -1.28606 2.31180 -1.639 1.579 -1.397 0.25
H 1.92187 0.45329 2.08699 0.490 -2.661 -0.685 0.24
H 2.52998 -0.48738 0.57113 -1.288 -0.666 2.122 0.26
H -3.57314 -2.40537 2.75417 -0.606 1.667 -2.092 0.26
H -5.92654 -0.83152 3.03288 1.436 0.274 -2.160 0.25
H -6.36446 0.95245 0.75775 2.217 -1.619 -0.060 0.24
H -4.58282 0.96713 -1.27718 0.455 -1.952 2.146 0.21
O 3.98506 1.58001 1.14480 1.096 0.825 -1.391 -0.60
C 4.40365 1.78982 0.01833 -0.719 -0.277 1.475 0.81
C 4.27704 0.85262 -1.14434 0.271 -0.381 -0.228 -0.56
C 5.27674 1.42111 -2.11944 0.365 -0.486 -0.714 -0.43
C 5.27854 2.88706 -1.77314 0.239 0.472 -0.685 -0.07
O 5.02219 2.94320 -0.37067 -0.406 -0.515 0.822 -0.49
H 3.25617 0.90145 -1.53326 -0.009 -0.004 0.167 0.28
H 4.53381 -0.16949 -0.85667 -0.296 0.137 0.130 0.24
H 5.02695 1.22625 -3.16576 0.050 0.112 0.139 0.23
H 6.26675 0.99211 -1.92230 -0.118 0.098 -0.077 0.21
H 4.48926 3.43842 -2.29486 0.041 -0.067 0.075 0.19
H 6.24227 3.35655 -1.99091 -0.203 0.070 0.249 0.20
O 1.39593 2.28295 -1.81339 -1.156 0.922 0.920 -0.60
C 0.84876 2.87283 -0.89642 0.804 -0.604 -1.339 0.80
C 1.39783 3.02431 0.48985 -0.247 -0.255 0.436 -0.54
C 0.18213 3.46473 1.26542 -0.087 -0.036 0.891 -0.43
C -0.62710 4.19333 0.22465 -0.537 0.457 0.329 -0.07
O -0.34325 3.52954 -1.00604 0.664 -0.613 -0.450 -0.48
H 2.17677 3.79179 0.48388 0.096 -0.186 -0.038 0.24
H 1.79068 2.07616 0.86414 0.175 0.401 -0.341 0.26
H 0.41859 4.08160 2.13645 -0.098 -0.050 -0.132 0.22
H -0.36975 2.58352 1.61457 0.048 0.147 -0.035 0.21
H -0.33372 5.24416 0.13052 -0.017 -0.068 -0.026 0.18
H -1.69988 4.14206 0.43238 0.148 0.013 -0.294 0.20
```
Positions in Å, forces in eV/Å.

Calculated values
HOMO level = -0.323 Eh
electronic energy = -6727.4848 Ha
orbital gap = 8.194 eV
charge = 0
structure (SMILES) = CC[C@H](Cl)B(/C(Br)=C(/C)Br)c1ccccn1.O=C1CCCO1.O=C1CCCO1
max |F| = 8.0 eV Å⁻¹